Entry 1:
A molecular structure, C4H7NO2, computed with ωB97M-V/def2-TZVPD.

The relative energy (zero: lowest compared OMol25 entry of this formula, charge and spin) is 377.65 kJ/mol. The value obtained for the calculated total energy is -9843.36568 eV.

Last column: natural (NBO) charge in e.
Positions of all 14 atoms, in Å:
C -1.13925 -0.93223 0.86215  -0.6143
C -0.29358 -0.29478 -0.22604  -0.4489
C -0.66654 1.12403 -0.52822  0.1683
O -1.75713 1.59816 -0.00255  -0.6266
C 1.21745 -0.41041 0.04455  0.6903
O 1.66001 -1.18945 0.86531  -0.5990
N 2.00045 0.37114 -0.74976  -0.8290
H -1.03834 -0.38274 1.80122  0.2223
H -2.19414 -0.93192 0.57866  0.2200
H -0.80485 -1.95545 1.03134  0.2409
H -0.44418 -0.81027 -1.18997  0.2652
H -1.10906 2.27142 -0.70488  0.4998
H 1.58100 1.14846 -1.23845  0.4067
H 2.98816 0.39407 -0.54335  0.4044

---

Entry 2:
A molecular structure, C4H5LiMgO2 in a non-equilibrium geometry, computed with ωB97M-V/def2-TZVPD.

The value obtained for the calculated total energy is -13954.62611 eV. Its net charge is +2.

Last column: natural (NBO) charge in e.
Positions of all 13 atoms, in Å:
H 1.77167 -1.30112 0.57215  -0.7422
C -0.09477 0.49946 -0.13653  0.8986
C -1.38614 1.18597 0.11121  -0.5717
C -2.40048 0.04871 0.00952  -0.6178
C -1.66785 -1.18109 -0.38720  0.3973
O -0.41128 -0.79302 -0.63165  -0.6016
O 1.02394 0.92308 -0.35813  -0.7283
Mg 2.78399 -0.05592 -0.25008  1.7328
Li 0.71354 -2.60847 -0.37701  0.9609
H -1.50979 1.97717 -0.64100  0.3216
H -1.34784 1.66989 1.09671  0.3084
H -3.19284 0.20175 -0.74162  0.3278
H -2.93560 -0.16935 0.94804  0.3142

---

Entry 3:
C3H4N4O in the gas phase in a non-equilibrium geometry, computed with ωB97M-V/def2-TZVPD.

The relative energy (zero: lowest compared OMol25 entry of this formula, charge and spin) is 205.77 kJ/mol. The value obtained for the calculated total energy is -11181.83645 eV. As for the SMILES: C=Nn1ncnc1O.

Last column: natural (NBO) charge in e.
Positions of all 12 atoms, in Å:
C 0.61564 0.15798 1.07116  0.6438
C -0.72628 1.71339 0.67224  0.1665
C -0.34232 -1.37090 -1.96188  -0.0843
H 1.96511 -0.11159 2.33616  0.5056
H -1.45037 2.46134 0.79490  0.2036
H -1.19873 -0.74063 -2.13798  0.1925
H -0.13537 -2.29499 -2.53063  0.1988
N 0.21368 1.27447 1.59359  -0.5478
N -0.87405 0.89286 -0.37977  -0.3196
N 0.01078 -0.13794 -0.09461  -0.1099
N 0.32290 -1.20070 -0.92052  -0.2110
O 1.59902 -0.64329 1.55735  -0.6384

---

Entry 4:
A molecular structure, C3H8N2O in a non-equilibrium geometry, computed with ωB97M-V/def2-TZVPD.

The relative energy (zero: lowest compared OMol25 entry of this formula, charge and spin) is 332.36 kJ/mol. The value obtained for the calculated total energy is -8265.88139 eV.

Last column: natural (NBO) charge in e.
Positions of all 14 atoms, in Å:
C 0.29684 1.48202 0.91143  -0.4411
C 0.58770 -0.97067 0.48644  0.7713
C -0.95954 -0.51441 -1.38311  -0.4066
H -0.83412 1.74377 0.96450  0.2135
H 0.57402 1.46535 -0.29756  0.2252
H 1.22991 2.05776 1.58095  0.2236
H 0.62896 -0.09747 2.25648  0.4018
H 0.82289 -1.26187 -1.38672  0.3710
H -1.84982 -1.34877 -0.81207  0.1656
H -1.29104 0.43191 -1.10257  0.1825
H -0.96661 -0.28357 -2.45745  0.2239
N 0.36625 0.10914 1.24260  -0.6365
N 0.35580 -0.74996 -0.84604  -0.6530
O 1.03876 -2.06325 0.84312  -0.6413

---

Entry 5:
A molecular structure, C65H74N7O4S2Ti in a non-equilibrium geometry, computed with ωB97M-V/def2-TZVPD.

The relative energy (zero: lowest compared OMol25 entry of this formula, charge and spin) is 69.96 kJ/mol. The value obtained for the calculated total energy is -132013.77591 eV. Its net charge is -2. As for the spin multiplicity: 2. Its expectation value of S² is 0.828.

Last column: Mulliken charge in e.
Positions of all 153 atoms, in Å:
Ti -0.49968 0.77289 0.05678  -0.7626
C -2.97793 3.20633 5.45723  -1.8106
C -2.59528 1.77753 5.07134  -1.6398
C -2.94284 1.51214 3.62039  0.9226
C -4.14948 0.99969 3.30970  -0.0133
C -5.16847 0.45876 4.27304  -1.0690
C -6.43304 1.31185 4.37148  -1.5714
C -3.20119 0.49356 1.04132  1.8308
N -2.08542 1.43409 1.25652  -0.2197
C -1.92780 1.76825 2.57317  0.6103
C -0.71485 2.22515 3.05866  -0.8015
C 0.56333 2.06212 2.50795  0.0512
C 1.75774 2.24826 3.25947  0.9267
C 1.85791 2.47676 4.73694  -0.9044
C 1.77402 3.95204 5.13410  -1.4241
C 2.80617 2.06768 2.37596  0.9094
C 2.22421 1.78318 1.10914  -0.2738
C 2.92843 1.79239 -0.08632  -0.9899
C 2.33563 1.79637 -1.33745  -0.2534
N 1.00174 1.56907 -1.56415  0.2134
C 0.85959 1.63161 -2.91806  -0.1465
C -0.32810 1.38118 -3.60638  -1.3382
C -1.49283 0.97795 -2.99591  0.5387
N -1.66803 0.74219 -1.64983  0.9224
C -3.02082 0.48427 -1.50952  0.2078
C -3.70079 0.38785 -0.35194  -2.0286
C -3.68535 0.48285 -2.80346  0.7415
C -2.72658 0.78902 -3.71726  0.0412
C -2.92034 1.02629 -5.18174  -1.5554
C -3.14189 2.51871 -5.43978  -1.2968
C -5.15092 0.30050 -3.05642  -1.0861
C -5.54105 -1.16241 -3.28620  -1.1555
C 2.09858 1.93318 -3.56126  0.9071
C 3.03154 2.04985 -2.55998  0.6573
C 4.48063 2.39564 -2.70392  -1.1867
C 5.37364 1.15378 -2.70423  -1.1579
C 2.31187 2.05670 -5.03882  -1.1984
C 1.90934 3.43360 -5.57463  -1.3525
N 0.84842 1.71152 1.21766  0.4492
C 4.26773 2.21651 2.66373  -1.2782
C 4.75255 3.65004 2.41470  -1.3299
H -2.74192 3.40260 6.50326  0.4784
H -4.04766 3.34110 5.31451  0.2814
H -2.46348 3.93263 4.83286  0.2943
H -3.15936 1.10605 5.71633  0.6273
H -1.54415 1.58518 5.27686  0.7355
H -4.75169 0.34657 5.27314  0.5285
H -5.45052 -0.53294 3.91285  0.1651
H -6.21800 2.29989 4.77580  0.3362
H -7.16852 0.83165 5.01717  0.4496
H -6.87327 1.42677 3.38651  0.2581
H -0.70328 2.67344 4.03619  0.5539
H 2.81669 2.08306 5.09043  0.5529
H 1.06406 1.91699 5.24194  0.1228
H 2.57724 4.51409 4.66274  0.2431
H 1.86009 4.06727 6.21529  0.4346
H 0.82783 4.37624 4.81107  0.2372
H 4.00171 1.89492 -0.03873  0.4575
H -0.32147 1.49029 -4.68214  0.3453
H -4.75300 0.15070 -0.41171  -0.1022
H -3.78394 0.45871 -5.53987  0.4508
H -2.04840 0.68242 -5.74338  0.4250
H -3.98101 2.87446 -4.84492  0.3172
H -3.35772 2.71814 -6.48986  0.4232
H -2.25393 3.07497 -5.14708  0.2362
H -5.44788 0.88016 -3.93751  0.4547
H -5.72063 0.68633 -2.20773  0.4100
H -5.02020 -1.56652 -4.15355  0.2687
H -6.61542 -1.25533 -3.45708  0.4984
H -5.27674 -1.75554 -2.41521  0.0921
H 4.78625 3.04923 -1.88203  0.4416
H 4.63285 2.94977 -3.63685  0.4134
H 5.19356 0.56745 -1.80702  0.2279
H 6.42703 1.43743 -2.74110  0.4041
H 5.15078 0.52703 -3.56499  0.3070
H 1.72898 1.28959 -5.55856  0.2611
H 3.36651 1.87851 -5.27175  0.4977
H 0.85467 3.61693 -5.38569  0.2014
H 2.08563 3.50293 -6.65013  0.4330
H 2.47927 4.21212 -5.07065  0.3173
H 4.84259 1.53063 2.03468  0.4622
H 4.46788 1.95715 3.71017  0.4749
H 4.48451 3.95916 1.40811  0.2393
H 5.83490 3.73292 2.53332  0.4140
H 4.27364 4.33785 3.10872  0.2299
C 0.32521 -5.08477 3.11020  -1.6721
O -0.13467 -3.78369 3.34203  1.0328
C -0.51925 -3.42792 4.59557  0.4794
C -0.38743 -4.24065 5.70901  -0.6065
C -0.84483 -3.83580 6.95937  -0.9437
C -1.47497 -2.61513 7.09550  -0.8296
C -1.62070 -1.79581 5.99214  -0.6190
C -1.13021 -2.15751 4.73799  0.1041
N -1.30581 -1.28295 3.69024  0.8222
C -0.61228 -1.18587 2.49662  -0.9081
N 0.76768 -1.20029 2.67494  1.0871
C 1.70299 -2.05666 2.08572  -0.4549
C 1.85250 -2.23620 0.70194  -0.1862
C 2.72862 -3.22969 0.24737  -0.9825
C 3.51044 -3.95341 1.12169  -1.1176
C 3.49496 -3.65324 2.47670  -0.5191
C 2.58560 -2.71902 2.94883  0.5948
O 2.54083 -2.40242 4.31558  -0.4434
C 3.37709 -1.31266 4.64193  -0.9500
N -1.22392 -0.83956 1.41099  1.1413
C -2.64005 -0.84960 1.44732  -1.2569
C -4.47511 0.94983 1.84561  0.4260
C -5.70768 0.17614 1.52695  -1.3021
C -5.80277 -1.17210 1.63631  -0.8965
C -4.77832 -2.09373 1.91341  -0.3962
C -3.39381 -1.93754 1.86031  1.1575
O -2.63571 -3.06519 2.22346  0.1162
C -2.96768 -4.25550 1.57008  -0.9344
H 0.47294 -5.15222 2.03194  0.1537
H -0.40416 -5.84277 3.43037  0.3937
H 1.28269 -5.26857 3.61529  0.5508
H 0.06808 -5.21563 5.61450  0.4536
H -0.70682 -4.48269 7.81586  0.3888
H -1.85171 -2.29684 8.05890  0.3958
H -2.14384 -0.85704 6.07388  0.5097
H -2.20119 -0.79643 3.64390  -0.3937
H 0.95933 -1.19873 3.67519  0.6603
H 2.80485 -3.38938 -0.81836  0.5503
H 4.17935 -4.72067 0.75301  0.3882
H 4.17746 -4.14047 3.16069  0.3950
H 4.41287 -1.64926 4.77472  0.3920
H 3.00846 -0.90158 5.58274  0.2874
H 3.35971 -0.54477 3.86344  0.3227
H -4.63039 1.99099 1.52004  0.6139
H -6.58237 0.74641 1.22548  0.7028
H -6.79545 -1.60764 1.51998  0.1421
H -5.10884 -3.08998 2.18029  0.1713
H -2.04616 -4.82839 1.48316  0.0826
H -3.35212 -4.05877 0.56723  0.4072
H -3.71454 -4.84348 2.13032  0.2033
S 1.14767 -1.16925 -0.46530  0.6582
C -2.27527 -2.84625 -2.75585  -1.2475
S -0.97826 -2.57324 -1.43770  1.9896
O -0.97510 -3.84090 -0.69226  -0.7949
C 0.33111 -2.83990 -2.67355  -0.7706
C 0.83893 -4.12069 -2.76292  -1.2212
C 1.84652 -4.40477 -3.66660  -0.5355
C 2.35215 -3.39184 -4.46350  -0.7503
C 1.85989 -2.09838 -4.34744  -0.4828
C 0.83857 -1.81917 -3.45798  0.3280
H -2.05816 -3.74962 -3.31264  0.6347
H -2.25701 -1.96901 -3.39158  0.1935
H -3.23067 -2.93127 -2.25457  0.2206
H 0.44399 -4.86956 -2.09141  0.3755
H 2.24782 -5.40849 -3.74686  0.4186
H 3.14171 -3.61016 -5.17099  0.3610
H 2.29410 -1.30758 -4.94494  0.3798
H 0.47002 -0.81265 -3.33255  0.5432

---

Entry 6:
C7H14NO3PS in the gas phase in a non-equilibrium geometry, computed with ωB97M-V/def2-TZVPD.

The relative energy (zero: lowest compared OMol25 entry of this formula, charge and spin) is 31.54 kJ/mol. The value obtained for the calculated total energy is -35243.28787 eV. As for the SMILES: C=CCS[P@@](=O)(NC(=O)CC)OC.

Last column: natural (NBO) charge in e.
Positions of all 27 atoms, in Å:
O -1.37375 1.22929 -0.10133  -0.5433
O -2.28604 -1.61254 -0.49320  -1.0728
O -0.11275 -2.85937 -0.95625  -0.8255
S -0.27038 -1.73660 1.79646  -0.1176
C -0.26470 0.90798 -0.39548  0.6929
C -1.96673 1.39970 3.22133  -0.3784
C -1.35104 0.14799 3.19526  -0.2000
N 0.00381 -0.32200 -0.93070  -0.9617
C -0.68517 -4.17230 -0.62906  -0.2621
C -1.80815 -1.10983 2.59812  -0.5498
C 0.57752 3.35514 0.18587  -0.6029
C 0.89099 1.99296 -0.61602  -0.5024
P -0.79677 -1.64255 -0.22181  2.1066
H -2.98282 1.58327 2.84694  0.2029
H -1.46285 2.20153 3.72403  0.1979
H -0.39606 0.09315 3.67347  0.1873
H 0.93724 -0.57071 -1.15603  0.4103
H 0.00423 -4.65775 0.04433  0.1957
H -0.91896 -4.74321 -1.50480  0.2036
H -1.67764 -4.06938 -0.23545  0.2135
H -1.91969 -1.77301 3.47313  0.2367
H -2.69812 -0.87958 1.94192  0.2890
H -0.34016 3.87449 -0.15427  0.2224
H 1.44179 4.03154 -0.07946  0.2045
H 0.56257 3.14019 1.29940  0.2159
H 1.89522 1.71613 -0.14447  0.2130
H 0.99114 2.18920 -1.64795  0.2242